{"formula": "C5H15NO3", "method": "ωB97M-V/def2-TZVPD", "symbols": ["C", "C", "C", "O", "O", "O", "H", "H", "H", "H", "H", "H", "H", "H", "C", "C", "N", "H", "H", "H", "H", "H", "H", "H"], "xyz": [[1.105, 0.795, 0.477], [0.006, 1.484, 1.296], [0.055, 1.056, 2.755], [1.042, -0.588, 0.525], [0.951, 1.241, -0.851], [2.360, 1.154, 0.954], [1.770, -1.825, -1.526], [1.736, 0.991, -1.355], [2.913, 0.361, 0.932], [0.161, 2.558, 1.200], [-0.952, 1.224, 0.843], [1.006, 1.348, 3.194], [-0.046, -0.024, 2.835], [-0.750, 1.528, 3.311], [-1.950, -1.489, -1.344], [-1.541, -0.404, -2.266], [-1.395, -1.642, -0.226], [0.140, -0.904, 0.278], [-1.733, -2.410, 0.344], [-2.763, -2.126, -1.709], [2.240, -1.921, -2.138], [-2.407, 0.213, -2.509], [-1.183, -0.833, -3.198], [-0.765, 0.215, -1.824]], "atomic_forces_ev_per_a": [[-0.3, 0.0, -0.1], [0.4, -0.2, -0.1], [-0.1, 0.1, -0.2], [0.2, -0.2, 0.2], [-0.1, 0.3, -0.2], [0.4, 0.0, 0.1], [0.7, -0.1, -0.9], [0.0, -0.1, 0.2], [-0.2, 0.1, 0.0], [-0.1, 0.0, -0.1], [0.0, 0.1, -0.1], [0.0, 0.0, 0.1], [0.0, -0.1, 0.1], [-0.1, 0.0, 0.1], [-0.3, 0.0, -0.4], [0.0, 0.2, 0.0], [0.4, 0.0, 0.6], [0.0, 0.1, 0.0], [-0.3, -0.1, -0.2], [0.0, -0.1, 0.2], [-0.7, 0.1, 0.8], [-0.1, 0.0, -0.1], [0.0, -0.1, -0.2], [0.0, 0.0, 0.0]], "largest_force_ev_per_a": 1.13, "total_energy_ha": -479.95412, "charge": 0, "e_homo_ev": -10.26, "spin_multiplicity": 1}



{"formula": "C5H15NO3", "method": "ωB97M-V/def2-TZVPD", "symbols": ["C", "C", "C", "N", "O", "H", "H", "H", "H", "H", "H", "H", "H", "H", "C", "C", "O", "O", "H", "H", "H", "H", "H", "H"], "xyz": [[0.619, -1.744, -1.410], [-0.304, -1.968, 0.393], [-0.433, -1.022, -2.209], [-1.535, -1.307, 0.754], [1.832, -1.190, -1.344], [1.712, -0.304, -0.821], [0.703, -2.807, -1.636], [-2.273, -1.484, 0.085], [-1.410, -0.302, 0.800], [0.347, -2.163, 1.253], [-0.549, -2.975, 0.062], [-0.579, -0.006, -1.845], [-1.379, -1.562, -2.194], [-0.094, -0.970, -3.247], [0.311, 2.566, 0.599], [0.171, 2.545, 2.113], [0.015, 1.314, -0.004], [1.057, 0.380, 0.401], [0.476, -0.747, 0.342], [-0.416, 3.243, 0.140], [1.318, 2.879, 0.301], [0.382, 3.534, 2.523], [-0.842, 2.262, 2.402], [0.872, 1.830, 2.541]], "atomic_forces_ev_per_a": [[-1.2, -0.2, 1.3], [0.2, -0.8, -1.3], [0.1, -0.1, -0.1], [0.1, 0.3, -0.1], [0.4, 1.0, 0.5], [0.3, -0.9, -0.8], [0.0, 0.1, 0.1], [0.1, 0.0, 0.0], [-0.1, 0.0, 0.1], [0.1, 0.2, 0.1], [0.0, 0.0, 0.0], [0.0, 0.0, 0.0], [0.0, 0.0, 0.0], [0.0, 0.0, 0.0], [0.1, -0.1, 0.2], [0.0, 0.0, -0.2], [0.1, -0.4, 0.1], [-1.4, -1.5, 0.2], [1.3, 2.4, -0.3], [0.1, -0.1, 0.0], [-0.1, 0.0, 0.0], [0.0, 0.0, 0.0], [0.0, 0.0, 0.0], [0.0, 0.0, 0.0]], "largest_force_ev_per_a": 2.77, "total_energy_ha": -479.76809, "charge": 0, "e_homo_ev": -8.39, "spin_multiplicity": 1}



{"formula": "C5H15NS2", "method": "ωB97M-V/def2-TZVPD", "symbols": ["C", "C", "S", "N", "H", "H", "H", "H", "H", "H", "H", "H", "C", "C", "C", "S", "H", "H", "H", "H", "H", "H", "H"], "xyz": [[1.812, 1.992, 0.446], [0.929, 1.434, 1.560], [-0.756, 2.124, 1.604], [1.530, 1.258, -0.841], [2.866, 1.854, 0.674], [1.594, 3.046, 0.281], [1.457, 1.596, 2.499], [0.896, 0.348, 1.461], [-1.215, 1.376, 0.081], [1.659, 1.876, -1.605], [0.336, 0.861, -0.951], [2.177, 0.498, -0.997], [-0.450, -2.593, -0.894], [-1.105, -1.846, 0.265], [-2.056, -0.762, -0.210], [-1.278, 0.583, -1.267], [-1.209, -3.083, -1.506], [0.219, -3.365, -0.550], [0.069, -1.875, -1.540], [-1.720, -2.525, 0.857], [-0.376, -1.399, 0.933], [-2.576, -0.245, 0.598], [-2.804, -1.152, -0.897]], "atomic_forces_ev_per_a": [[-0.3, -0.5, -0.1], [0.2, 0.0, 0.0], [0.0, -0.4, -0.5], [-0.5, 0.1, 0.7], [0.2, 0.1, 0.0], [0.0, 0.0, 0.0], [-0.2, 0.2, 0.2], [0.0, -0.1, -0.1], [0.4, 0.9, 0.8], [0.1, 0.7, -1.0], [0.7, -0.2, 0.1], [0.0, -0.3, 0.2], [-0.4, 0.5, 0.0], [-0.5, 0.1, -0.3], [0.2, 0.5, -1.0], [-0.8, -0.6, 0.3], [-0.1, 0.0, 0.0], [0.4, -0.2, 0.1], [0.1, -0.3, 0.1], [0.1, -0.2, 0.1], [0.2, 0.0, 0.1], [0.2, -0.1, 0.0], [-0.1, -0.3, 0.1]], "largest_force_ev_per_a": 1.28, "total_energy_ha": -1050.56690, "charge": 0, "e_homo_ev": -7.31, "spin_multiplicity": 1}



{"formula": "C5H16AlO6", "method": "ωB97M-V/def2-TZVPD", "symbols": ["O", "O", "C", "Al", "O", "O", "H", "H", "H", "H", "H", "H", "C", "O", "C", "C", "O", "C", "H", "H", "H", "H", "H", "H", "H", "H", "H", "H"], "xyz": [[4.738, -3.209, -1.698], [4.239, -2.767, -2.976], [3.426, -1.583, -2.714], [1.595, -2.072, -1.968], [0.476, -0.690, -2.134], [1.015, -3.450, -2.920], [3.964, -3.081, -1.119], [4.021, -0.953, -2.042], [3.332, -1.088, -3.686], [1.763, -2.491, -0.391], [0.193, -0.409, -1.260], [0.183, -3.755, -2.553], [-1.692, 1.606, -0.399], [-1.037, 0.852, 0.605], [-0.393, 1.634, 1.589], [-1.185, 1.677, 2.874], [-2.418, 2.365, 2.721], [-3.528, 1.502, 2.579], [-2.275, 0.907, -0.995], [-2.357, 2.359, 0.036], [-0.964, 2.093, -1.054], [-0.216, 2.650, 1.222], [0.579, 1.173, 1.791], [-0.605, 2.210, 3.634], [-1.359, 0.657, 3.231], [-3.760, 1.002, 3.528], [-3.355, 0.746, 1.810], [-4.381, 2.115, 2.290]], "atomic_forces_ev_per_a": [[-0.1, 0.1, 0.0], [0.2, 0.1, 0.1], [-0.3, -0.4, 0.3], [0.1, 0.1, -0.5], [0.1, -0.1, 0.3], [0.0, 0.1, 0.2], [0.0, -0.2, -0.1], [0.1, 0.3, -0.2], [0.1, 0.0, 0.0], [0.0, 0.0, 0.1], [-0.1, 0.1, 0.0], [-0.1, -0.1, -0.1], [0.0, 0.0, 0.0], [-0.1, 0.0, 0.0], [0.1, -0.1, -0.1], [0.0, 0.1, 0.1], [0.0, 0.0, 0.0], [0.0, 0.0, 0.0], [0.0, 0.0, 0.0], [0.0, 0.0, 0.0], [0.0, 0.0, 0.0], [0.0, 0.0, 0.0], [0.0, 0.0, 0.0], [0.0, 0.0, 0.0], [0.0, 0.0, 0.0], [0.0, 0.0, 0.0], [0.0, 0.0, 0.0], [0.0, 0.0, 0.0]], "largest_force_ev_per_a": 0.59, "total_energy_ha": -893.97367, "charge": -1, "e_homo_ev": -4.13, "spin_multiplicity": 1}